(1)
Density functional theory data (the ωB97M-V functional and the def2-TZVPD basis) for a gas-phase ion, CH3Cl2N4 (charge +1).

Computed properties:
Orbital gap   8.956 eV
HOMO   -14.81 eV
Charge   +1
ΔE to the lowest compared entry with this formula, charge and spin   379.70 kJ/mol
Strongest force on any atom   3.10 eV/Å
Electronic energy   -32076.559 eV

XYZ file:
```
10
Properties=species:S:1:pos:R:3:forces:R:3
C 0.58546 -0.74135 0.22950 -0.0453 1.3624 -0.5718
N 0.23493 -0.25070 1.23834 -1.2213 -0.9456 2.6830
N -2.12022 -1.40079 0.09113 -1.0007 -0.4402 1.4933
N -2.47349 -0.21101 -0.29153 -0.6273 0.6110 0.7969
N -1.92638 0.47466 -1.12048 0.2672 1.4028 -1.9440
Cl -0.79987 -1.99123 -0.76361 -0.0467 -0.3635 -0.5923
Cl -3.79194 0.42036 0.85484 0.9168 -0.7350 -1.1610
H 1.25054 -0.44788 -0.56242 0.4228 -0.5058 -0.2120
H -0.47084 -0.49250 2.01505 1.2701 0.5816 -1.7809
H -2.36008 1.33311 -1.54275 0.0644 -0.9677 1.2888
```
Positions in Å, forces in eV/Å.

Atom charges from the natural (NBO) analysis, given in e for atoms 1 to 2: number 1, C, carries 0.300; number 2, N, carries -0.490


(2)
Density functional theory data (the ωB97M-V functional and the def2-TZVPD basis) for a gas-phase ion, CH3Cl2N4 (charge +1).

Computed properties:
Orbital gap   8.853 eV
HOMO   -15.04 eV
Charge   +1
ΔE to the lowest compared entry with this formula, charge and spin   236.07 kJ/mol
Strongest force on any atom   2.08 eV/Å
SMILES   [H]/N=C/N/[N+](Cl)=N\Cl
Electronic energy   -32078.048 eV

XYZ file:
```
10
Properties=species:S:1:pos:R:3:forces:R:3
H 0.68149 -2.49919 0.62340 -0.2406 2.0449 -0.3198
N 0.38079 -1.56328 0.20813 0.0157 -0.1254 1.5753
C 0.52321 -0.49028 0.86691 0.1413 -1.1490 1.1910
N 0.00647 0.75225 0.41007 0.8961 -0.6761 -0.4007
N -0.69696 0.88420 -0.70191 0.4350 -0.8638 0.2415
Cl -2.02180 1.97355 -0.51136 0.0582 -0.4199 -0.5838
N -0.51871 0.26225 -1.74149 -0.0172 0.0222 -1.8421
Cl 0.96342 -0.50190 -2.13525 -1.0505 1.1447 0.2435
H 0.94217 -0.22569 1.88854 -0.1636 -0.9491 -1.1156
H -0.26008 1.40810 1.09296 -0.0745 0.9716 1.0106
```
Positions in Å, forces in eV/Å.

Atom charges from the natural (NBO) analysis, given in e for atoms 1 to 2: number 1, H, carries 0.425; number 2, N, carries -0.638


(3)
Density functional theory data (the ωB97M-V functional and the def2-TZVPD basis) for 2 unconnected molecules or ions with the total composition CH3Cl2NO2S.

Computed properties:
Orbital gap   9.814 eV
HOMO   -10.38 eV
ΔE to the lowest compared entry with this formula, charge and spin   242.01 kJ/mol
Strongest force on any atom   4.54 eV/Å
Electronic energy   -42547.722 eV

XYZ file:
```
10
Properties=species:S:1:pos:R:3:forces:R:3
C -2.29818 -0.25593 -0.34315 2.8717 -0.6310 -3.4642
N 0.19820 0.13337 0.49850 -0.5384 0.3458 0.0378
O -1.08014 2.07663 -0.49803 0.0682 -0.1808 -0.2399
O -1.69305 1.23296 1.74558 -0.0325 -0.2316 0.2344
S -1.21714 0.99656 0.42317 0.6863 -0.1762 -0.1874
Cl -3.79126 0.42326 -0.79562 -0.5454 0.1753 -0.1360
Cl -2.37527 -1.65882 0.62533 -0.2188 -0.5710 0.3015
H -1.40173 -0.67331 -1.77871 -2.1666 1.1194 3.4857
H 0.90115 0.45706 -0.14420 0.0255 0.1493 -0.2212
H 0.55403 0.01341 1.43364 -0.1499 0.0008 0.1895
```
Positions in Å, forces in eV/Å.

Atom charges from the natural (NBO) analysis, given in e for atoms 1 to 2: number 1, C, carries -0.564; number 2, N, carries -1.083


(4)
Density functional theory data (the ωB97M-V functional and the def2-TZVPD basis) for 2 unconnected molecules or ions with the total composition CH3Cl2O2PS.

Computed properties:
Orbital gap (alpha / beta)   5.124 / 6.132 eV
HOMO (alpha / beta)   -8.19 / -8.61 eV
ΔE to the lowest compared entry with this formula, charge and spin   212.40 kJ/mol
Strongest force on any atom   5.14 eV/Å
Electronic energy   -50348.423 eV

XYZ file:
```
10
Properties=species:S:1:pos:R:3:forces:R:3
C 1.39333 0.69411 1.05598 -0.6155 1.8270 0.1919
O 0.92906 1.60437 -1.27143 2.0117 0.4663 -4.7047
O -1.37662 -0.19344 0.01888 0.4105 1.2062 0.6824
P -2.03011 -1.55736 -0.29523 0.2557 0.8407 1.0931
S 0.26551 1.63757 -0.05788 -2.0170 -2.1755 3.9914
Cl -0.47586 -2.50682 -1.19740 0.8644 -0.8418 -0.6679
Cl -3.29278 -1.33833 -1.89303 -0.3513 0.1983 -0.6791
H 1.13631 -0.33061 0.84463 0.0523 -0.4880 0.1633
H 2.47729 0.95056 0.73214 -1.9448 -0.2513 0.9141
H 0.97387 1.03995 2.06335 1.3339 -0.7820 -0.9843
```
Positions in Å, forces in eV/Å.

Atom charges from the natural (NBO) analysis, given in e for atoms 1 to 2: number 1, C, carries -0.861; number 2, O, carries -0.772